ORCA calculation (ωB97M-V/def2-TZVPD) on 5 unconnected molecules or ions with the total composition C27H24ClNO9 in a non-equilibrium geometry.

ORCA input file:
```
! wB97M-V def2-TZVPD RIJCOSX def2/J DEFGRID3
* xyz 0 1
H 6.813 -1.183 3.703
C -1.551 0.320 -2.251
O -1.823 0.347 6.112
H 5.021 -2.280 -0.931
H 7.035 0.552 3.403
O -7.541 2.780 -5.733
C 2.743 -4.381 -2.450
H 4.934 -2.173 3.248
C -0.705 -0.660 -2.972
C -5.486 2.040 -4.853
C 4.425 -1.311 2.827
Cl 1.393 0.759 4.447
O 1.966 -1.001 -0.663
H 3.069 -5.842 0.665
H 0.437 0.717 0.545
C -3.979 2.925 3.796
H -6.289 4.526 -7.181
H 1.074 -1.807 -2.965
C 0.442 -1.090 -2.455
H -1.711 1.521 -0.427
H -4.411 0.490 6.211
C -1.076 0.805 -0.934
C -3.481 3.184 -5.678
C -5.651 3.911 -6.559
C -3.944 1.167 5.507
O -2.274 3.305 -5.665
C 3.086 -1.056 3.589
C 0.071 0.376 -0.416
H 6.003 0.023 4.732
C -4.328 4.044 -6.542
H -3.810 4.777 -7.148
C -2.499 2.870 3.713
C 0.920 -0.605 -1.136
H 1.855 -6.140 -1.492
H 2.369 -1.751 3.143
C -2.463 1.112 5.423
O -2.598 0.715 -2.724
H 3.808 -2.576 -3.081
H 3.187 -1.287 4.644
C 3.686 -3.258 -2.249
H 2.420 0.486 2.439
C 2.550 -5.327 -1.323
C -4.646 2.008 4.753
H -5.727 2.066 4.798
O 4.727 -3.884 1.077
C -6.334 2.898 -5.715
C -4.160 2.171 -4.833
N 2.693 0.328 3.402
O 2.141 -4.517 -3.496
C 4.143 -4.041 0.026
H -2.032 3.549 3.010
H -1.073 -1.000 -3.932
H -3.520 1.553 -4.206
C -1.795 2.029 4.466
C 4.335 -3.100 -1.101
O 5.237 -0.157 2.812
O -4.621 3.690 3.107
H -0.713 1.970 4.418
H -6.004 1.308 -4.247
H 4.141 -1.517 1.799
C 3.198 -5.168 -0.173
C 6.325 -0.208 3.714
*
```

Results
SMILES   O=C1C=CC(=O)C=C1.O=C1C=CC(=O)C=C1.O=C1C=CC(=O)C=C1.O=C1C=CC(=O)C=C1.COCCNCl
Max |F|   1.430 eV/Å
Highest occupied orbital energy   -9.13 eV
E   -60821.5358 eV

=====

ORCA calculation (ωB97M-V/def2-TZVPD) on a gas-phase ion, C5H11NO (charge +1) in a non-equilibrium geometry.

ORCA input file:
```
! wB97M-V def2-TZVPD RIJCOSX def2/J DEFGRID3
* xyz 1 2
H 0.108 0.790 0.916
H -0.901 2.598 -0.307
H -0.896 -1.062 2.019
H 2.229 0.671 -0.429
C -0.056 -1.695 1.774
C -0.338 -0.776 -0.556
H -0.043 -2.705 2.182
H 0.786 -1.158 2.203
C 0.021 0.672 -0.158
N 0.065 -1.782 0.343
H -1.222 1.544 -1.704
H 0.248 -2.692 -0.082
C 1.307 1.019 -0.884
O -0.726 -1.057 -1.653
H 1.355 2.097 -1.000
H -2.062 1.333 -0.134
C -1.121 1.576 -0.623
H 1.247 0.626 -1.904
*
```

Results
Max |F|   3.195 eV/Å
Highest occupied orbital energy (spin up / spin down)   -15.92 / -15.71 eV
ΔE to the lowest compared entry with this formula, charge and spin   140.1 kJ/mol
Expectation value of S²   0.77
E   -8891.8846 eV

=====

ORCA calculation (ωB97M-V/def2-TZVPD) on 2 unconnected molecules or ions with the total composition CH3NO2S in a non-equilibrium geometry.

ORCA input file:
```
! wB97M-V def2-TZVPD RIJCOSX def2/J DEFGRID3
* xyz 0 1
H 0.982 -1.527 0.784
H -0.286 1.622 0.270
H -1.013 0.569 1.091
N -0.941 0.963 0.209
S -0.561 -0.090 -1.123
O 2.101 0.130 -0.089
C 1.032 -0.371 -0.226
O -1.314 -1.295 -0.917
*
```

Results
Max |F|   6.340 eV/Å
Highest occupied orbital energy   -9.49 eV
ΔE to the lowest compared entry with this formula, charge and spin   307.5 kJ/mol
E   -17502.2827 eV

=====

ORCA calculation (ωB97M-V/def2-TZVPD) on a molecular structure, C33H44BrCdN4O3SSi in a non-equilibrium geometry.

ORCA input file:
```
! wB97M-V def2-TZVPD RIJCOSX def2/J DEFGRID3
* xyz 1 1
H 0.536 -3.592 -1.082
S 2.936 -0.671 -1.218
H -0.869 -2.970 -3.507
N -0.261 1.261 -2.116
H 4.927 0.412 -3.273
H 1.727 -5.468 -2.702
H 2.225 2.827 -4.978
C 3.152 0.069 -6.232
H -0.551 -5.751 -0.395
C 5.130 -1.232 -5.396
N -0.420 -0.232 1.804
H 0.025 -2.148 -4.794
C -1.242 -1.197 2.205
C 1.592 4.106 1.848
H 3.319 -4.529 -0.981
C 6.220 -2.683 -1.341
H -2.428 -3.612 2.782
C -1.161 3.478 -2.136
C 2.377 3.661 0.796
C 1.170 3.071 -5.078
C -0.381 0.937 2.440
C 0.840 -5.114 -3.220
C 2.178 2.373 0.326
H 3.126 4.294 0.350
Si 3.015 -2.011 -2.874
O 4.354 -2.908 -2.815
C -2.113 -1.006 3.279
C -0.749 -4.836 0.139
H -1.083 2.082 4.134
H 4.710 -4.545 0.105
N 1.283 1.553 0.851
H 6.259 -5.408 -1.736
H 3.055 -4.251 -4.632
H 0.052 3.575 3.228
O 1.623 -2.865 -2.834
C -1.139 -2.480 1.478
H -0.656 -3.763 -5.084
H 5.816 -0.623 -5.978
H -0.423 4.770 -3.669
H -2.669 0.333 4.849
H 1.146 0.773 -3.508
N -0.346 -2.505 0.401
C 3.916 -0.403 -4.991
H 2.763 1.955 -0.484
H 6.881 -2.472 -2.177
C -0.142 -3.646 -0.239
C 4.363 0.777 -4.128
H 3.498 1.315 -3.747
H 4.824 -2.089 -5.989
H 4.857 -5.498 -2.808
H 2.239 0.571 -5.924
C 5.082 -3.595 -1.800
H 4.989 1.448 -4.709
C 0.547 1.950 1.892
O 2.983 -1.189 -4.262
C 2.089 -3.929 -5.009
Br -2.252 1.627 -0.263
H 1.704 -4.677 -5.695
C 4.171 -3.954 -0.629
C 0.669 3.241 2.410
C 0.488 1.567 -3.170
Cd 0.687 -0.494 -0.438
C 5.656 -4.855 -2.451
H 3.805 -3.047 -0.152
H 1.073 4.113 -5.373
H 2.222 -2.994 -5.542
C -0.188 -3.117 -4.345
H 5.815 -1.746 -0.970
C -0.386 3.780 -3.241
H -2.824 -1.758 3.575
H -2.110 -5.717 1.556
H 0.009 -5.062 -2.524
C -1.162 1.166 3.575
C -1.605 -4.821 1.229
C -1.087 2.184 -1.652
H 6.797 -3.164 -0.557
H 1.695 5.112 2.227
H 0.761 2.449 -5.874
H 0.584 -5.821 -4.005
H 3.762 0.742 -6.827
H 5.637 -1.589 -4.506
C 1.115 -3.744 -3.850
C -2.045 0.182 3.983
C 0.427 2.803 -3.813
H -1.803 4.211 -1.674
H 6.284 -4.574 -3.292
C -1.792 -3.632 1.915
H 2.874 -0.790 -6.838
*
```

Results
Max |F|   1.219 eV/Å
Highest occupied orbital energy   -10.64 eV
ΔE to the lowest compared entry with this formula, charge and spin   16.4 kJ/mol
E   -140360.8760 eV

=====

ORCA calculation (ωB97M-V/def2-TZVPD) on a molecular structure, C25H28N3O6PtS3.

ORCA input file:
```
! wB97M-V def2-TZVPD RIJCOSX def2/J DEFGRID3
* xyz 1 1
C -0.835 4.041 0.877
C -1.640 6.256 0.788
C -0.544 -0.379 -7.233
N -0.920 -4.494 1.382
H 0.064 -0.530 1.878
S -0.018 -0.706 -3.271
H -3.066 1.664 -6.251
C -2.076 2.183 -0.284
H -0.089 -0.777 -8.129
O -3.512 6.904 -0.281
C -2.221 0.993 -6.175
O -2.948 1.823 -1.049
C 1.286 1.792 -3.321
C 4.684 0.853 0.893
H 3.268 3.800 1.826
H 2.081 -0.129 -4.014
H 0.755 3.548 -2.235
H 3.198 2.242 -1.578
C -2.723 5.832 0.030
C -0.931 -3.220 0.992
Pt -1.068 -0.555 -0.362
C 5.965 1.066 1.384
C 4.031 3.042 1.692
C -1.622 0.494 -7.323
H -1.581 -0.396 2.089
C -1.916 3.615 0.118
H 2.168 2.208 -3.814
O 2.006 0.144 -0.002
H 6.718 0.297 1.274
C -2.891 4.523 -0.327
H 0.767 -1.448 -5.910
C 1.051 2.525 -2.000
H -0.963 -5.215 0.682
H -2.756 8.824 -0.313
N -0.844 -0.916 1.613
H -0.825 -4.774 2.343
H -2.206 1.004 -4.013
H -2.002 0.778 -8.295
C -0.660 -0.226 -4.854
H -0.105 3.313 1.202
C 3.735 1.850 1.044
C 2.282 2.576 -1.086
N -0.902 -2.282 1.957
H 2.453 3.587 -0.710
H 4.407 -0.072 0.404
S -0.980 -2.809 -0.648
H 0.163 5.729 1.818
H -3.626 8.349 1.192
O -1.167 1.378 0.239
H 5.560 4.173 2.674
H 7.280 2.421 2.397
S 2.082 1.582 0.418
C -2.948 8.023 0.400
H -3.724 4.182 -0.924
H 0.447 1.996 -3.990
H 0.206 2.080 -1.477
C -1.745 0.636 -4.921
C 5.315 3.247 2.172
H -0.926 -2.515 2.938
C 1.489 0.285 -3.193
H 1.955 -0.004 -2.246
O -1.039 -0.040 -2.327
C 6.280 2.260 2.016
C -0.675 5.386 1.227
C -0.060 -0.751 -5.990
O -1.710 7.601 0.981
*
```

Results
Max |F|   0.340 eV/Å
Highest occupied orbital energy   -9.93 eV
ΔE to the lowest compared entry with this formula, charge and spin   12.2 kJ/mol
E   -78881.0471 eV